Entry 1:
Below is a structure of composition C22H49N2OP3STi in a non-equilibrium geometry, with properties calculated with the ωB97M-V functional and the def2-TZVPD basis.

Structure (XYZ):
```
79
C22H49N2OP3STi the ωB97M-V functional and the def2-TZVPD basis
Ti 0.0171 -0.4394 -1.5649
P 0.3406 -2.8711 -2.0219
P 2.3449 -0.2490 -0.7012
P -2.4895 0.0624 -1.3225
H 1.3243 4.2086 1.2930
C 0.4285 4.0100 0.6854
C -0.7949 4.3307 1.4434
H -0.6971 4.8919 2.3721
C 1.6476 -3.1596 -3.2578
C 0.5938 -4.1865 -0.7907
C -1.1760 -3.3677 -2.9047
C 2.7037 1.1797 0.3665
C 2.9776 -1.6202 0.3288
C 3.5877 -0.0979 -2.0217
C -2.8223 1.5093 -0.2597
C -3.5940 -1.2150 -0.6122
C -3.3292 0.4543 -2.8838
H 0.5121 4.5497 -0.2790
H -1.7485 4.2993 0.9206
H 1.1815 -3.4840 -4.1970
H 2.3254 -3.9415 -2.8918
H 2.2241 -2.2465 -3.4490
H -0.0070 -5.0580 -1.0866
H 0.2692 -3.8434 0.2003
H 1.6556 -4.4619 -0.7518
H -1.0438 -4.4054 -3.2424
H -1.3464 -2.7213 -3.7764
H -2.0491 -3.3035 -2.2424
H 3.7634 1.1729 0.6559
H 2.0865 1.1477 1.2750
H 2.4908 2.1106 -0.1730
H 4.0662 -1.5109 0.4346
H 2.7562 -2.5945 -0.1224
H 2.5198 -1.5949 1.3256
H 4.5022 0.3480 -1.6085
H 3.1977 0.5547 -2.8138
H 3.8224 -1.0781 -2.4547
H -3.8092 1.9164 -0.5208
H -2.0630 2.2893 -0.4120
H -2.8183 1.2194 0.7993
H -4.6340 -0.9582 -0.8572
H -3.4714 -1.2651 0.4766
H -3.3637 -2.2017 -1.0306
H -4.3878 0.6712 -2.6869
H -3.2542 -0.4014 -3.5667
H -2.8550 1.3158 -3.3675
C -0.0697 0.1916 -4.5946
C 0.2415 -0.5937 -5.7230
C 0.0671 -0.0520 -6.9962
C -0.4048 1.2574 -7.1604
C -0.6809 2.0435 -6.0376
C -0.4901 1.5356 -4.7557
O 0.0210 -0.3440 -3.3726
H 0.4698 2.9179 0.3975
H 0.6214 -1.6068 -5.5673
H 0.3005 -0.6595 -7.8680
H -0.5396 1.6736 -8.1629
H -1.0498 3.0648 -6.1576
H -0.6757 2.1380 -3.8613
C 0.5933 -2.1044 5.5015
C 0.7853 -1.1034 4.3753
N -0.3035 -1.2708 3.3843
C -0.3344 -0.5455 2.2387
S -0.6787 -1.3679 0.7537
N -0.1645 0.7899 2.2866
C -0.5940 1.5936 3.4611
C 0.5056 2.5373 3.8925
H -0.3931 -1.9936 5.9664
H 1.3533 -1.9328 6.2686
H 0.7026 -3.1319 5.1368
H 0.7541 -0.0753 4.7477
H 1.7638 -1.2513 3.8845
H -0.5637 -2.2496 3.2352
H -0.3107 1.2507 1.3853
H -1.4905 2.1640 3.1742
H -0.8893 0.9014 4.2566
H 0.5470 3.3965 3.2149
H 0.2853 2.8972 4.9031
H 1.4856 2.0466 3.9101
```

Results
Kohn-Sham gap (alpha / beta)   3.30 / 3.30 eV
LUMO (alpha / beta)   -15.23 / -15.23 eV
Molecular weight   530.50 g/mol
HOMO energy (alpha / beta)   -18.53 / -18.53 eV
Relative energy (zero: lowest compared OMol25 entry of this formula, charge and spin)   0.0 kcal/mol
E   -3322.62642 hartree
Charge   +4

---

Entry 2:
Below is a structure of composition C22H49N2P3RuSSe in a non-equilibrium geometry, with properties calculated with the ωB97M-V functional and the def2-TZVPD basis.

Structure (XYZ):
```
79
C22H49N2P3RuSSe the ωB97M-V functional and the def2-TZVPD basis
Ru 0.0274 -0.1848 -0.5017
P 1.1975 1.4776 -1.3504
P -2.0514 0.0792 -1.5352
P 0.8852 -1.6507 -2.2036
H 0.8962 -1.6020 2.1105
C 1.2051 -1.5753 1.0279
C 1.9130 -0.3161 0.6821
H 1.9269 0.4922 1.4186
C 1.6171 2.8779 -0.2320
C 0.4715 2.4365 -2.7189
C 2.8989 1.2917 -2.0483
C -3.3861 -1.1664 -1.2224
C -3.0845 1.5818 -1.1993
C -2.2157 0.1046 -3.3713
C 2.6261 -2.2188 -1.9348
C 0.9812 -0.9741 -3.9035
C -0.0408 -3.1862 -2.5563
H 1.7948 -2.4597 0.7800
H 2.8735 -0.3895 0.1456
H 2.0784 2.5040 0.6921
H 0.6987 3.4341 0.0313
H 2.3230 3.4970 -0.8105
H -0.5765 2.6878 -2.5309
H 0.4876 1.8839 -3.6603
H 1.0788 3.3467 -2.8111
H 3.5570 0.7562 -1.3653
H 3.2428 2.3217 -2.2004
H 2.9210 0.7576 -2.9994
H -4.3698 -0.8022 -1.5984
H -3.4535 -1.3861 -0.1426
H -3.1547 -2.1098 -1.7440
H -4.0734 1.4679 -1.6502
H -2.6184 2.4804 -1.6199
H -3.2293 1.7081 -0.1259
H -3.2504 0.2832 -3.6839
H -1.9088 -0.8452 -3.8171
H -1.6043 0.8965 -3.8054
H 2.8750 -2.9243 -2.7310
H 2.7238 -2.7169 -0.9677
H 3.3012 -1.3590 -1.9722
H 1.3649 -1.7628 -4.5611
H 1.6481 -0.1122 -3.9618
H -0.0098 -0.6816 -4.2552
H 0.5705 -3.8477 -3.1875
H -0.9540 -2.9403 -3.1158
H -0.3080 -3.6773 -1.6016
C -0.4459 -4.9475 1.6090
C 0.7474 -4.9162 2.3768
C 1.0591 -6.0245 3.1313
C 0.2543 -7.1599 3.1123
C -0.8973 -7.2065 2.2924
C -1.2389 -6.1161 1.5198
Se -1.1574 -3.4633 0.7810
H 0.2692 -1.7723 0.1712
H 1.3444 -4.0081 2.3722
H 1.9427 -5.9905 3.7248
H 0.5085 -8.0227 3.7216
H -1.5060 -8.1076 2.2643
H -2.1307 -6.1206 0.8660
C 1.0960 3.9880 4.5842
C 1.0169 3.4138 3.1797
N 0.0219 2.3325 3.0840
C -0.6953 2.1377 1.9498
S -1.1767 0.5467 1.5267
N -1.1268 3.2261 1.2356
C -1.7251 4.3672 1.9709
C -1.7271 5.6610 1.1647
H 0.1189 4.2671 4.9839
H 1.7046 4.8977 4.5441
H 1.5497 3.2869 5.2998
H 0.7622 4.1699 2.4347
H 2.0235 3.0659 2.9046
H 0.3712 1.4527 3.4991
H -1.6840 3.0245 0.3917
H -2.7496 4.0703 2.2402
H -1.1460 4.4658 2.9006
H -2.4206 5.6029 0.3033
H -2.1414 6.4345 1.8288
H -0.7172 5.9670 0.8395
```

Results
Kohn-Sham gap (alpha / beta)   6.31 / 5.52 eV
LUMO (alpha / beta)   -7.95 / -11.62 eV
Molecular weight   646.67 g/mol
Multiplicity   6
HOMO energy (alpha / beta)   -14.26 / -17.14 eV
E   -4894.66491 hartree
Charge   +3

---

Entry 3:
Below is a structure of composition C22H49N2P3SSeTm in a non-equilibrium geometry, with properties calculated with the ωB97M-V functional and the def2-TZVPD basis.

Structure (XYZ):
```
79
C22H49N2P3SSeTm the ωB97M-V functional and the def2-TZVPD basis
Tm 0.1505 0.0564 -0.9861
P -2.3409 0.7854 -1.3612
P -1.5028 -0.7189 2.0920
P -0.4776 -2.6542 -0.7882
H 3.7713 0.7337 -3.7134
C 2.8635 0.0633 -3.7887
C 1.8601 -0.1152 -2.8563
H 2.1063 0.1593 -1.7859
C -2.6213 2.5774 -1.4668
C -3.9420 0.1489 -0.8318
C -2.3356 0.3310 -3.1659
C -0.7926 -1.2708 3.7309
C -2.1762 0.8887 2.6304
C -3.0064 -1.7623 2.2010
C 0.4609 -3.4279 -2.1569
C -2.1945 -3.1271 -1.2329
C -0.2052 -3.9560 0.4849
H 2.8854 -0.5055 -4.7482
H 0.8523 -0.4952 -3.2396
H -2.1446 3.0031 -2.3636
H -2.2411 3.0911 -0.5737
H -3.7152 2.6568 -1.5338
H -4.1224 0.4503 0.2116
H -3.9814 -0.9480 -0.9315
H -4.6523 0.6397 -1.5218
H -1.3561 0.5476 -3.6275
H -3.1025 0.9831 -3.6108
H -2.5853 -0.7284 -3.3325
H -1.5936 -1.2900 4.4945
H 0.0014 -0.5867 4.0647
H -0.3548 -2.2799 3.6426
H -2.7060 0.7596 3.6018
H -2.8869 1.2983 1.8898
H -1.3532 1.6152 2.7524
H -3.4475 -1.6808 3.2089
H -2.7630 -2.8186 2.0103
H -3.7585 -1.4555 1.4638
H 0.1389 -4.4831 -2.2226
H 1.5440 -3.3825 -1.9560
H 0.2482 -2.9005 -3.1025
H -2.2047 -4.1733 -1.5732
H -2.5927 -2.5009 -2.0396
H -2.8677 -3.0394 -0.3700
H -0.2412 -4.9346 -0.0205
H -0.9851 -3.9359 1.2573
H 0.7747 -3.8380 0.9631
C 4.0270 -2.2865 0.0160
C 4.8680 -1.5906 -0.8479
C 5.4033 -2.3772 -1.9195
C 5.2828 -3.7852 -2.0304
C 4.5956 -4.4165 -0.9822
C 3.9449 -3.6984 0.0345
Se 2.5417 -1.5742 1.0613
H 2.1730 -0.8491 -0.0899
H 4.9335 -0.4893 -0.8109
H 5.8724 -1.8881 -2.7539
H 5.5820 -4.4040 -2.9172
H 4.5775 -5.4998 -0.9658
H 3.2428 -4.1851 0.7439
C 0.7071 3.8879 -0.9756
N 0.1184 4.1113 0.3603
C -0.1142 5.5254 0.7183
C 0.3356 3.1775 1.3177
S 1.0199 1.5699 0.9039
N 0.0435 3.4570 2.6165
C -1.1210 4.2434 3.0469
C 0.8016 2.8381 3.7261
H 0.4905 4.7794 -1.5857
H 0.2190 3.0214 -1.4705
H 1.7994 3.6994 -0.9260
H -1.1890 5.6637 0.9090
H 0.4676 5.8069 1.6146
H 0.1851 6.1190 -0.1582
H -1.4387 3.8387 4.0228
H -0.8228 5.3043 3.1809
H -1.9361 4.1161 2.3166
H 0.6326 3.4696 4.6236
H 1.8717 2.8332 3.4761
H 0.4792 1.8024 3.9463
```

Results
Kohn-Sham gap (alpha / beta)   6.48 / 6.55 eV
LUMO (alpha / beta)   -9.45 / -9.38 eV
Molecular weight   714.53 g/mol
Multiplicity   3
HOMO energy (alpha / beta)   -15.94 / -15.94 eV
Relative energy (zero: lowest compared OMol25 entry of this formula, charge and spin)   0.0 kcal/mol
E   -5885.02703 hartree
Charge   +3

---

Entry 4:
Below is a structure of composition C22H50AsF9N6O8PbSTl in a non-equilibrium geometry, with properties calculated with the ωB97M-V functional and the def2-TZVPD basis.

Structure (XYZ):
```
99
C22H50AsF9N6O8PbSTl the ωB97M-V functional and the def2-TZVPD basis
Pb 4.4768 -0.8043 -2.1683
Tl 1.0053 -4.6245 2.4829
As 1.1158 -0.4441 0.3346
F 1.1531 1.2382 -0.1955
F -0.0208 -0.8040 -1.0446
F 1.1048 -2.1660 0.8537
F 2.1604 -0.0667 1.7812
F -0.3481 -0.1031 1.2536
F 2.5229 -0.8340 -0.7548
C 3.3276 -5.0624 -2.2671
F 3.0182 -6.3337 -2.0122
F 4.3082 -4.9950 -3.1717
F 2.2309 -4.3970 -2.6515
S 3.9716 -4.2877 -0.6133
O 5.1560 -5.0752 -0.2229
O 4.2885 -2.9011 -0.9431
O 2.8496 -4.3124 0.3402
C -1.2743 5.7376 2.7007
C -0.8314 5.4047 1.2789
N -1.9166 4.7421 0.6017
C -1.8720 3.2760 0.9299
C -3.0776 2.5179 0.4377
C -1.9813 5.1048 -0.8451
C -0.9349 4.4271 -1.7205
H -1.2921 4.8422 3.3221
H -2.2861 6.1380 2.6373
H -0.5512 6.4566 3.0859
H -0.6084 6.3341 0.7550
H 0.1130 4.8604 1.2732
H -0.9473 2.7980 0.6064
H -1.7844 3.1666 2.0108
H -2.8853 1.4491 0.5315
H -3.9170 2.8548 1.0459
H -3.3121 2.6562 -0.6177
H -1.8019 6.1793 -0.8827
H -2.9811 4.8839 -1.2189
H -1.1136 4.7349 -2.7507
H -1.0148 3.3479 -1.5902
H 0.0862 4.7091 -1.4636
C -0.2701 -1.1975 6.1202
C -0.3149 -1.3008 4.5858
O 0.4007 -2.1045 3.9311
N -1.0926 -0.4475 3.8947
C -1.9267 0.5979 4.3826
H -1.2881 -1.0561 6.4832
H 0.3242 -0.3500 6.4619
H 0.1518 -2.0915 6.5794
H -1.0302 -0.5163 2.8889
H -1.5062 1.3006 5.1020
H -2.7265 0.1131 4.9424
H -2.3334 1.2143 3.5809
C -0.8082 -3.6462 -2.0090
C -0.4578 -5.0457 -1.4852
O 0.1180 -5.1232 -0.4050
N -0.9108 -6.0776 -2.1514
C -0.7835 -7.4817 -1.7553
H 0.1265 -3.1061 -2.1600
H -1.5361 -3.2505 -1.3008
H -1.2054 -3.7166 -3.0216
H -1.4373 -5.8862 -2.9918
H -1.7064 -7.9854 -2.0430
H -0.6998 -7.5037 -0.6687
H 0.0510 -7.9517 -2.2756
C 3.0360 3.3845 -1.5136
C 3.9201 2.4349 -0.7626
O 4.4262 1.4462 -1.2054
N 4.0949 2.8101 0.5321
C 4.6967 1.8601 1.4387
H 3.5968 4.2792 -1.7842
H 2.2561 3.7230 -0.8315
H 2.4988 3.0603 -2.4049
H 3.7125 3.6610 0.9193
H 5.0681 0.9176 1.0364
H 3.9574 1.6022 2.1971
H 5.5647 2.3650 1.8625
C 1.7300 1.4879 -5.3064
C 1.6627 0.8923 -3.8935
O 2.6517 0.4245 -3.3594
N 0.5388 0.8246 -3.1905
C -0.8311 1.1085 -3.6872
H 2.7757 1.6489 -5.5686
H 1.2604 2.4713 -5.3274
H 1.2772 0.9553 -6.1427
H 0.5791 0.5768 -2.2122
H -1.5229 0.7735 -2.9143
H -1.0136 0.5830 -4.6246
H -0.9117 2.1646 -3.9446
C -3.8673 -2.8164 2.3286
C -2.5595 -2.5145 1.5387
O -1.5964 -3.1973 1.8557
N -2.5372 -1.6119 0.5190
C -3.6737 -0.9590 -0.1060
H -3.7136 -3.0384 3.3846
H -4.3282 -3.7021 1.8915
H -4.4912 -1.9277 2.2332
H -1.6481 -1.3629 0.1095
H -4.1758 -0.2351 0.5358
H -4.3900 -1.7110 -0.4370
H -3.3182 -0.4146 -0.9808
```

Results
Kohn-Sham gap (alpha / beta)   5.59 / 3.94 eV
LUMO (alpha / beta)   -12.69 / -14.30 eV
Molecular weight   1216.23 g/mol
Multiplicity   2
HOMO energy (alpha / beta)   -18.27 / -18.24 eV
E   -5695.47661 hartree
Charge   +4

---

Entry 5:
Below is a cluster of 5 separate species, C22H50BClFIN2O12P in total in a non-equilibrium geometry, with properties calculated with the ωB97M-V functional and the def2-TZVPD basis.

Structure (XYZ):
```
91
C22H50BClFIN2O12P the ωB97M-V functional and the def2-TZVPD basis
C -3.0561 2.6369 -0.6519
C -2.6140 1.1018 -0.8137
O -2.8350 0.6075 -1.9537
N -2.0533 0.3486 0.2960
C -2.6073 -1.0296 0.3878
B -0.5064 0.3478 0.2673
C 0.1289 -0.3448 -1.0758
C 1.1733 -1.5155 -0.7992
C 0.4718 -2.9413 -0.5098
Cl 2.1033 -1.7520 -2.4136
O 0.1744 -0.2038 1.4759
C 1.0270 0.7560 2.1138
I 0.9632 -0.0185 4.1965
C 2.5873 0.7347 1.8142
C 2.9991 1.1909 0.3452
F 3.2127 -0.5315 2.0610
C 0.1815 2.0931 1.8011
O 1.0847 3.2776 1.7218
N 0.8470 3.8591 0.4666
O 0.4530 4.9625 0.6494
P -1.1109 2.6905 3.0509
O -2.0530 3.6490 2.3024
O -0.3079 3.5653 4.2714
O -2.0681 1.4688 3.7111
O -0.2232 1.8111 0.4672
H -2.1723 3.3114 -0.4163
H -3.8865 2.7543 0.1220
H -3.4816 3.0210 -1.6565
H -1.9329 -1.6694 1.0581
H -2.8066 -1.5320 -0.6089
H -3.6049 -0.9581 0.9522
H 0.6937 0.4608 -1.6619
H -0.6518 -0.7736 -1.7944
H 1.9734 -1.2733 -0.0391
H 0.6286 -3.2779 0.5727
H 0.9297 -3.7811 -1.1566
H -0.6448 -2.9227 -0.7559
H 3.0896 1.4708 2.5326
H 3.6265 2.1336 0.4253
H 3.6394 0.3919 -0.1685
H 2.1327 1.4200 -0.3439
H -0.4112 3.0992 5.1305
H -1.8775 0.5942 3.3120
C 1.8031 -5.7245 -4.1466
C 1.5817 -6.5796 -2.9111
C 0.9531 -7.9176 -3.2694
O 0.7336 -5.8846 -1.9986
H 0.8533 -5.5061 -4.6463
H 2.2439 -4.7640 -3.8724
H 2.4652 -6.2228 -4.8581
H 2.5355 -6.7461 -2.4037
H -0.0258 -7.7752 -3.7384
H 0.7891 -8.5178 -2.3705
H 1.5896 -8.4821 -3.9555
H -0.1133 -5.7313 -2.4364
C 6.1962 -2.7746 -5.1913
C 5.0938 -3.6986 -5.6851
C 3.8350 -2.9244 -6.0389
O 4.7886 -4.6537 -4.6736
H 5.8836 -2.2439 -4.2867
H 7.0892 -3.3483 -4.9297
H 6.4645 -2.0376 -5.9526
H 5.4435 -4.2510 -6.5615
H 3.4407 -2.4010 -5.1626
H 3.0500 -3.6039 -6.3806
H 4.0292 -2.1908 -6.8255
H 4.4785 -4.1730 -3.8946
C -4.8659 7.0484 -1.2902
C -4.6352 6.0766 -2.4370
C -5.7436 6.1719 -3.4745
O -4.5746 4.7475 -1.9274
H -5.8056 6.8264 -0.7742
H -4.0688 6.9612 -0.5478
H -4.8998 8.0808 -1.6478
H -3.6718 6.2868 -2.9085
H -6.7133 5.9202 -3.0332
H -5.5711 5.4610 -4.2864
H -5.8038 7.1781 -3.8975
H -5.4229 4.5544 -1.5081
C 0.6120 1.1120 9.3700
C -0.5868 1.6782 8.6248
C -1.8246 0.8198 8.8341
O -0.2894 1.7503 7.2330
H 0.8559 0.1075 9.0099
H 1.4961 1.7320 9.2016
H 0.4205 1.0602 10.4449
H -0.7844 2.6973 8.9672
H -1.6641 -0.1946 8.4557
H -2.6745 1.2318 8.2844
H -2.0891 0.7592 9.8930
H -0.1125 0.8522 6.9183
```

Results
Kohn-Sham gap   7.62 eV
LUMO   2.12 eV
Molecular weight   757.79 g/mol
HOMO energy   -5.50 eV
E   -3104.66976 hartree
Charge   -1